{
  "formula": "C27H43Cl2N2OPS",
  "method": "ωB97M-V with the def2-TZVPD basis set",
  "symbols": ["C", "C", "Cl", "C", "Cl", "C", "C", "C", "C", "C", "C", "S", "C", "C", "C", "P", "N", "O", "C", "C", "C", "N", "H", "H", "H", "H", "H", "H", "H", "H", "H", "H", "H", "H", "H", "H", "H", "C", "C", "C", "C", "C", "C", "H", "H", "H", "H", "H", "H", "H", "H", "H", "H", "H", "H", "H", "H", "C", "C", "C", "C", "C", "C", "H", "H", "H", "H", "H", "H", "H", "H", "H", "H", "H", "H", "H", "H"],
  "xyz": [[10.5954, -3.3621, 0.4073], [9.2756, -2.6675, -0.1052], [9.2669, -2.9021, -1.9372], [7.9316, -3.2859, 0.5550], [8.2938, -4.2417, 2.0701], [7.3065, -4.2976, -0.4849], [7.8508, -5.6632, -0.6729], [7.2316, -6.6074, -1.6162], [6.0661, -6.2418, -2.4189], [5.5057, -4.8913, -2.2598], [6.1395, -3.9613, -1.2937], [5.3039, -2.3293, -1.1584], [3.5446, -2.8560, -1.2251], [2.4997, -2.2877, -0.3782], [1.1407, -2.8670, -0.5370], [-0.3324, -2.3169, 0.4842], [-1.0415, -0.9076, -0.2576], [0.2958, -1.8938, 2.0180], [0.8745, -3.9523, -1.5020], [1.9277, -4.5099, -2.3625], [3.2732, -3.9424, -2.2010], [4.3452, -4.4784, -3.0417], [11.3855, -3.1243, -0.3646], [10.5084, -4.4857, 0.4047], [10.9335, -2.9585, 1.3963], [9.2569, -1.5615, 0.0461], [7.2182, -2.4464, 0.7818], [8.7304, -5.9508, -0.0417], [7.6411, -7.6466, -1.7192], [5.5739, -6.9442, -3.1296], [2.7253, -1.4835, 0.3669], [-0.3497, -0.5399, -0.9213], [-1.8650, -1.2458, -0.7588], [0.5839, -2.7313, 2.4337], [-0.1421, -4.4168, -1.6071], [1.7857, -5.3394, -3.0912], [4.6802, -3.6655, -3.5885], [-2.9070, 2.1734, 0.2030], [-2.0177, 2.3360, -1.0236], [-0.8336, 3.2734, -0.7863], [-1.2082, 4.7200, -0.4517], [-2.0734, 5.4239, -1.4972], [-1.3866, 5.5627, -2.8508], [-3.3592, 3.1214, 0.5026], [-3.7189, 1.4739, -0.0114], [-2.3363, 1.7800, 1.0472], [-2.6177, 2.6819, -1.8707], [-1.6309, 1.3534, -1.3050], [-0.1900, 3.2581, -1.6720], [-0.2244, 2.8757, 0.0327], [-0.2843, 5.2918, -0.3107], [-1.7277, 4.7479, 0.5111], [-2.3181, 6.4246, -1.1268], [-3.0267, 4.9022, -1.6207], [-0.4555, 6.1273, -2.7573], [-2.0346, 6.0950, -3.5509], [-1.1571, 4.5898, -3.2896], [-9.7812, 1.9088, 2.5806], [-9.0579, 3.2501, 2.6161], [-7.9818, 3.3820, 1.5378], [-6.8297, 2.3790, 1.6445], [-6.0705, 2.4003, 2.9718], [-5.3799, 3.7299, 3.2458], [-9.0991, 1.0768, 2.7663], [-10.5559, 1.8772, 3.3502], [-10.2616, 1.7518, 1.6120], [-8.6277, 3.4097, 3.6090], [-9.7941, 4.0471, 2.4705], [-7.5827, 4.4009, 1.5625], [-8.4493, 3.2680, 0.5537], [-6.1252, 2.5752, 0.8286], [-7.2111, 1.3673, 1.4745], [-5.3111, 1.6120, 2.9492], [-6.7398, 2.1561, 3.8017], [-4.6670, 3.9671, 2.4520], [-4.8314, 3.6820, 4.1893], [-6.0965, 4.5500, 3.3222]],
  "mulliken_charge": [-1.18, 0.19, -0.19, -0.04, -0.17, -0.27, -0.25, -0.76, -0.43, -0.24, 0.76, -0.26, 0.54, -0.33, 0.37, -0.13, -0.43, -0.51, -0.65, -0.60, -0.04, -0.47, 0.39, 0.26, 0.32, 0.39, 0.43, 0.21, 0.32, 0.39, 0.40, 0.29, 0.31, 0.34, 0.27, 0.38, 0.39, -1.01, -0.23, -0.82, -0.71, -0.32, -1.22, 0.17, 0.38, 0.31, 0.31, 0.15, 0.32, 0.38, 0.38, 0.29, 0.39, 0.22, 0.30, 0.38, 0.29, -1.18, -0.41, -0.83, -0.34, -0.46, -0.99, 0.28, 0.38, 0.29, 0.24, 0.36, 0.33, 0.40, 0.14, 0.34, 0.36, 0.33, 0.09, 0.38, 0.31],
  "largest_force_ev_per_a": 3.4,
  "smiles": "C[C@@H](Cl)[C@H](Cl)c1cccc2c1Sc1cc(P(N)O)ccc1N2.CCCCCC.CCCCCC",
  "homo_ev": -8.250,
  "gap_ev": 8.56
}